Entry 1:
Below is 2 unconnected molecules or ions with the total composition C30H40ClF3IN4O12S3 in a non-equilibrium geometry, with properties calculated with ωB97M-V/def2-TZVPD.

The HOMO energy is -10.64 eV. As for the maximum force: 11.9 eV/A. As for the net charge: +1. The calculation puts the lowest unoccupied orbital energy at -4.54 eV. The molecular weight is 964.22 u.

Last column: Löwdin charge in e.
Atoms and positions in Å:
I (2.34, -0.11, -4.15)  1.2165
Cl (4.60, -1.04, -2.63)  0.6250
S (-3.21, -2.75, 3.74)  0.6553
S (1.92, 2.51, 1.16)  0.8284
S (4.59, 0.45, -0.01)  0.8258
F (6.70, 0.94, -1.90)  0.0532
F (7.23, -0.07, 0.06)  0.0672
F (6.81, 2.15, -0.01)  0.0405
O (4.76, 1.06, 1.35)  -0.2968
O (-4.48, -1.73, 3.77)  -0.2144
O (4.71, -1.03, 0.38)  -0.3532
O (1.34, 2.92, -3.40)  -0.0248
O (-1.42, -1.86, -3.48)  0.0179
O (-3.06, -2.93, 5.35)  -0.1784
O (-1.23, -4.00, -1.44)  0.0422
O (2.50, 1.99, 2.50)  -0.3563
O (1.01, 4.61, -1.12)  0.0422
O (-3.65, -3.99, 3.18)  -0.2114
O (-2.07, -2.04, 3.26)  -0.2616
O (0.68, 3.01, 1.90)  -0.3063
N (2.27, -1.50, -1.53)  -0.0076
N (4.35, 2.22, -3.05)  -0.0222
N (-0.19, -1.91, -1.48)  0.0321
N (0.77, 2.14, -1.14)  -0.0062
C (3.78, 2.31, -1.71)  -0.2524
C (2.95, -0.27, -2.07)  -0.8895
C (1.27, -2.78, 0.16)  0.0135
C (0.65, 2.19, -2.58)  -0.3601
C (-5.95, -0.56, -1.12)  -0.0655
C (1.67, 1.32, -0.29)  -0.2318
C (0.92, -0.38, 1.76)  -0.1556
C (-0.33, -2.20, -2.87)  -0.3818
C (-0.80, 0.37, 0.28)  -0.1426
C (-1.11, 4.04, -0.35)  0.0005
C (-4.45, -0.25, -1.40)  -0.0322
C (-5.48, 0.13, 1.43)  -0.0565
C (-3.90, -2.00, 6.02)  -0.1618
C (3.30, -1.11, 3.10)  0.1112
C (3.13, 0.95, -1.04)  -0.3074
C (-0.59, 1.64, -3.52)  -0.0340
C (-6.49, -0.39, 0.34)  -0.0608
C (-3.96, 0.48, 1.11)  -0.0302
C (0.79, -0.05, 0.14)  -0.1144
C (-1.87, 0.51, -0.82)  -0.1782
C (1.00, -1.41, -0.76)  -0.2360
C (6.33, 0.89, -0.56)  -0.4277
C (2.28, -0.82, 2.37)  -0.1338
C (-5.06, -1.74, 5.07)  -0.1642
C (-3.40, 0.26, -0.31)  -0.1546
C (0.46, -3.21, -3.89)  -0.0355
C (-1.14, -2.84, -0.87)  -0.2958
C (-2.05, -2.79, 0.44)  0.0055
C (3.12, 3.89, 1.02)  -0.1396
C (0.37, 3.52, -0.85)  -0.3461
H (-1.74, 4.33, -1.27)  0.1080
H (3.21, 4.47, 0.05)  0.0648
H (5.28, 2.69, -3.05)  0.1043
H (-3.27, 0.85, 1.94)  0.0973
H (2.83, 4.66, 1.84)  0.1261
H (-0.45, 1.83, -4.63)  0.0961
H (-5.57, -0.80, 5.27)  0.1390
H (0.18, -1.22, 2.07)  0.1060
H (-7.59, -0.65, 0.53)  0.0894
H (-1.36, -0.25, 1.09)  0.1053
H (3.02, 3.20, -1.70)  0.1207
H (1.29, -3.78, -3.30)  0.0861
H (-1.68, 3.25, 0.24)  0.0638
H (-0.52, 0.50, -3.38)  0.0190
H (3.06, -2.02, -1.06)  0.1325
H (-0.31, -4.04, -4.17)  0.1194
H (0.47, 0.50, 2.38)  0.1418
H (3.82, 2.69, -3.80)  0.0724
H (-4.05, -0.41, -2.47)  0.0963
H (-1.00, 4.95, 0.37)  0.1156
H (4.22, 3.60, 1.30)  0.1020
H (0.87, -2.68, -4.82)  0.0475
H (4.59, 2.80, -1.03)  0.1298
H (0.59, -2.95, 1.03)  0.1001
H (-1.60, 2.10, -3.22)  0.0982
H (-0.75, 1.40, 0.82)  0.1108
H (-3.33, -1.09, 6.20)  0.1359
H (4.33, -1.51, 3.43)  0.0897
H (-5.93, 0.25, 2.49)  0.0860
H (2.32, -2.78, 0.67)  0.1076
H (-4.24, -2.41, 6.98)  0.1416
H (-2.27, -3.87, 0.83)  0.1188
H (-5.79, -2.56, 5.10)  0.1383
H (2.25, -2.12, -2.38)  0.0991
H (1.39, -3.68, -0.58)  0.1322
H (-6.60, -0.91, -2.02)  0.0996
H (-1.47, -2.34, 1.34)  0.0393
H (-1.96, 1.62, -1.16)  0.0889
H (-1.84, -0.07, -1.80)  0.0735
H (-3.09, -2.34, 0.30)  0.1079

Entry 2:
Below is a molecular structure, C5H9N2 in a non-equilibrium geometry, with properties calculated with ωB97M-V/def2-TZVPD.

For the energy above the lowest of the compared OMol25 structures with the same formula, charge and spin, the calculation gives 1056.5 kJ/mol. The HOMO energy (spin up / spin down) is -12.03 / -12.49 eV. As for the maximum force: 3.6 eV/A. As for the net charge: +1. The calculation puts the lowest unoccupied orbital energy (spin up / spin down) at -4.84 / -4.18 eV. The molecular weight is 97.14 u.

Last column: natural (NBO) charge in e.
Atoms and positions in Å:
N (1.57, 0.48, -0.31)  -0.5543
N (-3.05, -0.92, -0.16)  -0.2218
C (1.59, -0.96, 0.12)  -0.4476
C (-2.13, -0.76, -1.10)  -0.0358
C (-2.95, 0.46, 0.27)  -0.0659
C (1.19, 1.46, 0.69)  -0.1051
C (-1.69, 0.28, -0.23)  -0.1362
H (1.09, 0.46, -1.19)  0.4527
H (2.42, -1.69, -0.28)  0.2649
H (0.69, -1.42, -0.25)  0.2382
H (1.40, 2.52, 0.64)  0.2175
H (-3.53, 0.91, 1.18)  0.2604
H (-1.81, -1.61, -1.77)  0.2395
H (1.44, -1.08, 1.17)  0.2465
H (1.25, 1.11, 1.75)  0.2032
H (2.53, 0.75, -0.55)  0.4439

Entry 3:
Below is C5H8 in the gas phase, with properties calculated with ωB97M-V/def2-TZVPD.

For the energy above the lowest of the compared OMol25 structures with the same formula, charge and spin, the calculation gives 141.9 kJ/mol. The HOMO energy is -9.28 eV. As for the maximum force: 0.8 eV/A. As for the SMILES: CC#CCC. The calculation puts the lowest unoccupied orbital energy at 1.04 eV. The molecular weight is 68.12 u.

Last column: natural (NBO) charge in e.
Atoms and positions in Å:
C (0.62, 0.61, -0.02)  -0.0185
C (1.56, -0.47, 0.22)  -0.4664
C (0.64, -1.68, 0.36)  -0.5791
C (-0.50, 1.03, -0.14)  -0.0173
C (-1.75, 1.68, -0.48)  -0.6817
H (1.15, -2.57, 0.72)  0.1995
H (2.28, -0.59, -0.59)  0.2222
H (-1.80, 1.73, -1.57)  0.2345
H (2.09, -0.32, 1.17)  0.2204
H (-1.73, 2.68, -0.06)  0.2353
H (0.17, -1.90, -0.61)  0.2073
H (-2.64, 1.15, -0.10)  0.2319
H (-0.10, -1.36, 1.10)  0.2118

Entry 4:
Below is 2 unconnected molecules or ions with the total composition C4H14N4 in a non-equilibrium geometry, with properties calculated with ωB97M-V/def2-TZVPD.

For the energy above the lowest of the compared OMol25 structures with the same formula, charge and spin, the calculation gives 350.6 kJ/mol. The HOMO energy is -7.87 eV. As for the maximum force: 1.3 eV/A. As for the SMILES: [H]/N=N\[H].CC(C)N(C)N. The calculation puts the lowest unoccupied orbital energy at 1.01 eV. The molecular weight is 118.18 u.

Last column: natural (NBO) charge in e.
Atoms and positions in Å:
N (-1.12, -0.01, 1.38)  -0.6793
N (-0.21, -2.32, 0.26)  -0.2789
N (-0.61, -2.57, 1.41)  -0.4505
N (-0.49, -0.18, 0.14)  -0.2345
C (-1.35, -0.13, -1.01)  -0.4282
C (0.75, 0.60, 0.10)  -0.0352
C (0.48, 2.11, 0.17)  -0.6318
C (1.60, 0.26, -1.12)  -0.6215
H (-0.80, -0.46, -1.89)  0.2117
H (-0.15, 2.33, 1.02)  0.2262
H (0.00, 2.45, -0.74)  0.1970
H (2.61, 0.65, -0.98)  0.2195
H (0.82, -2.29, 0.12)  0.2917
H (1.19, 0.70, -2.03)  0.2062
H (-1.76, 0.88, -1.19)  0.1745
H (1.42, 2.65, 0.28)  0.2112
H (-2.08, 0.32, 1.25)  0.3460
H (0.11, -2.67, 2.15)  0.2847
H (-1.19, -0.98, 1.80)  0.3645
H (1.30, 0.31, 1.01)  0.1992
H (-2.17, -0.82, -0.85)  0.2214
H (1.66, -0.82, -1.26)  0.2060

> The highest maximum force belongs to which entry?

C30H40ClF3IN4O12S3

> The lowest molecular weight belongs to which entry?

C5H8

> maximum force of number 4 (C4H14N4)?

1.3 eV/A

> Which formula does entry 4 have?

C4H14N4